one:
Formula: C5H12N2O2
Source: OMol25
Level of theory: wB97M-V/def2-TZVPD

```
! RIJCOSX wB97M-V def2-TZVPD def2/J DEFGRID3
* xyz 0 1
C 1.1921 0.9851 -1.0170
C 0.6046 -1.3617 -0.8415
N 0.5693 -0.1159 -0.3092
C 1.4639 0.9015 2.0812
N 0.7646 0.0261 1.5068
H 0.7535 1.0406 -2.0122
H 2.2652 0.8069 -1.0706
H 0.9342 1.9238 -0.5297
H 1.6060 -1.6263 -1.1901
H -1.0817 -1.1428 -2.2767
H 0.2639 -2.1290 -0.1576
H 1.4782 1.9603 1.8192
H 2.1340 0.6192 2.8812
C -1.6899 -0.7256 0.9580
C -0.7462 0.4117 0.6668
O -1.3904 -0.1440 -2.1351
O -1.0259 1.5693 0.4844
H -2.3354 0.0060 -2.0107
H -2.5773 -0.3022 1.4175
H -1.9362 -1.2859 0.0650
H -1.2467 -1.4170 1.6703
*
```

The calculation puts the LUMO energy (alpha / beta) at -0.0234 / -0.0234 Ha. As for the HOMO energy (alpha / beta): -0.284 / -0.284 Eh. As for the orbital gap (alpha / beta): 0.26050 / 0.26044 Ha. The molecular weight is 132.2 g mol⁻¹.

=====

two:
Formula: C5H12N2O2
Source: OMol25
Level of theory: wB97M-V/def2-TZVPD

```
! RIJCOSX wB97M-V def2-TZVPD def2/J DEFGRID3
* xyz 0 1
C -1.3512 -1.5670 1.4056
C -0.9518 -0.2377 0.8126
O -1.7862 0.4964 0.2889
C 0.4921 0.0783 0.8092
C 0.8247 1.5314 1.1220
C 1.0923 -0.2324 -0.7765
N 0.5757 -1.3960 -1.3028
O 2.2249 0.1331 -0.9921
H -1.4623 -1.4433 2.4835
H -2.3070 -1.8955 0.9986
H -0.5926 -2.3310 1.2347
H 1.0571 -0.6028 1.4500
H 0.8032 1.7106 2.1952
H 1.8146 1.7710 0.7360
H 0.0993 2.1989 0.6626
H -0.3937 -1.6005 -1.1213
H 1.1794 -1.8383 -1.9807
N -0.1943 1.1047 -1.9649
H -0.9592 1.1499 -1.2637
H 0.4137 1.9104 -1.8871
H -0.5787 1.0596 -2.9097
*
```

The calculation puts the LUMO energy at 0.0276 Ha. As for the HOMO energy: -0.335 Eh. Its structure (SMILES) is CC(=O)[C@H](C)C(N)=O.N. As for the orbital gap: 0.36291 Ha. The molecular weight is 132.2 g mol⁻¹.

=====

three:
Formula: C5H12N2O2
Source: OMol25
Level of theory: wB97M-V/def2-TZVPD

```
! RIJCOSX wB97M-V def2-TZVPD def2/J DEFGRID3
* xyz 0 1
N -1.4374 0.4893 2.0571
C -0.9588 1.1185 0.8662
N -1.3114 2.4898 0.9985
O -1.6743 0.6008 -0.2012
C 0.6783 0.9502 0.8431
O 1.4224 1.8218 0.3908
H -2.4433 0.6429 2.0812
H -1.0795 1.0409 2.8357
H -0.6134 3.0344 0.4858
H -2.1652 2.6295 0.4640
H -1.6609 -0.3598 -0.0673
H 1.0526 0.2167 1.5759
C 0.5023 -2.3557 -0.3576
C 0.9788 -1.2815 -0.9927
C 1.7389 -1.2979 -2.2746
H 0.6505 -3.3581 -0.7493
H -0.0384 -2.2633 0.5795
H 0.5740 -0.2461 -0.7086
H 1.6592 -2.2624 -2.7835
H 1.3365 -0.5473 -2.9623
H 2.7892 -1.0628 -2.0807
*
```

The calculation puts the LUMO energy at 0.0197 Ha. As for the HOMO energy: -0.358 Eh. Its structure (SMILES) is NC(N)(O)C=O.C=CC. As for the orbital gap: 0.37808 Ha. The molecular weight is 132.2 g mol⁻¹.

=====

four:
Formula: C5H12N2O2
Source: OMol25
Level of theory: wB97M-V/def2-TZVPD

```
! RIJCOSX wB97M-V def2-TZVPD def2/J DEFGRID3
* xyz 0 1
C -1.8612 -0.3338 -0.9808
C -1.0029 0.2061 0.1684
C -1.0922 1.7352 0.2372
C -1.4306 -0.4158 1.4953
N 0.3732 -0.1540 -0.0847
C 1.1244 0.1345 -0.9793
O 1.8539 0.5061 -1.8124
H -2.9091 -0.0903 -0.8167
H -1.5473 0.1051 -1.9262
H -1.7577 -1.4145 -1.0504
H -0.4486 2.1139 1.0284
H -2.1150 2.0451 0.4430
H -0.7777 2.1757 -0.7073
H -2.4658 -0.1606 1.7080
H -0.8048 -0.0466 2.3043
H -1.3384 -1.4984 1.4509
N 2.8787 -1.3197 -0.0883
O 3.8944 -0.3166 -0.0813
H 3.3332 -2.1966 -0.3287
H 2.4346 -1.3336 0.8515
H 3.6589 0.2588 -0.8307
*
```

The calculation puts the LUMO energy at 0.0277 Ha. As for the HOMO energy: -0.349 Eh. Its structure (SMILES) is CC(C)(C)N=C=O.NO. As for the orbital gap: 0.37711 Ha. The molecular weight is 132.2 g mol⁻¹.

=====

Most stable = two

=====

one:
Formula: C5H12N2O2
Source: OMol25
Level of theory: wB97M-V/def2-TZVPD

```
! RIJCOSX wB97M-V def2-TZVPD def2/J DEFGRID3
* xyz 0 1
C 0.2014 2.0529 -1.8075
C 0.5172 0.7428 -1.1831
N 1.4830 0.6404 -0.0107
O 2.2793 -0.5483 -0.2331
C 0.0738 0.3741 0.2161
O -0.5064 1.4017 1.0155
N -0.6010 -0.9389 0.2781
C 0.1469 -2.0360 0.8784
C -1.9351 -0.8563 0.8787
H -0.3200 2.7366 -1.1331
H 1.1202 2.5424 -2.1486
H -0.4352 1.9015 -2.6854
H 0.6391 -0.0428 -1.9204
H 2.9955 -0.3977 0.4073
H 0.2159 2.0000 1.2681
H 0.5444 -1.7788 1.8653
H -0.4858 -2.9253 0.9877
H 0.9650 -2.3538 0.2283
H -2.4831 -1.7936 0.7326
H -2.5312 -0.0667 0.4096
H -1.8843 -0.6542 1.9561
*
```

The calculation puts the LUMO energy at 0.0331 Ha. As for the HOMO energy: -0.303 Eh. Its structure (SMILES) is C[C@H]1N(O)[C@]1(O)N(C)C. As for the orbital gap: 0.33618 Ha. The molecular weight is 132.2 g mol⁻¹.

=====

two:
Formula: C5H12N2O2
Source: OMol25
Level of theory: wB97M-V/def2-TZVPD

```
! RIJCOSX wB97M-V def2-TZVPD def2/J DEFGRID3
* xyz 0 1
C -1.1002 -0.2899 0.0560
C -1.3489 -1.5817 -0.9037
C -2.1480 0.7121 0.2790
C 0.5424 1.7347 0.2198
C 2.4605 -1.4508 0.6901
N 0.2290 0.3159 0.0095
N -0.1735 -0.5374 1.0069
O 1.5559 2.1245 -0.7501
O 2.7157 -0.5066 -0.0358
H -1.8377 -1.4233 -1.7824
H -1.9813 -2.2782 -0.3026
H -0.4180 -2.0691 -1.3154
H -3.0717 0.2515 0.6427
H -2.4794 1.0622 -0.8007
H -1.7298 1.4077 1.0193
H 0.9472 1.8837 1.2266
H -0.3344 2.4531 -0.0056
H 3.3875 -1.8970 1.1524
H 1.4328 -1.7698 0.8462
H 2.4551 1.8278 -0.5001
H 0.8967 0.0306 -0.7522
*
```

The calculation puts the LUMO energy at 0.0311 Ha. As for the HOMO energy: -0.274 Eh. As for the orbital gap: 0.30537 Ha. The molecular weight is 132.2 g mol⁻¹.

=====

Most stable = one

=====

one:
Formula: C2H2N2OS
Source: OMol25
Level of theory: wB97M-V/def2-TZVPD

```
! RIJCOSX wB97M-V def2-TZVPD def2/J DEFGRID3
* xyz 0 1
N 2.2087 1.7095 2.6027
N 1.7153 2.3180 3.3707
O 1.0183 2.8116 4.0948
C 1.3838 -0.0913 0.1806
C 1.7327 0.7413 -0.7497
S 1.9651 1.6410 -2.0559
H 0.4047 -0.1469 0.4526
H 1.9885 -0.7154 0.7217
*
```

The calculation puts the LUMO energy at -0.0052 Ha. As for the HOMO energy: -0.319 Eh. Its structure (SMILES) is N#[N+][O-].C=C=S. As for the orbital gap: 0.31369 Ha. The molecular weight is 102.1 g mol⁻¹.

=====

two:
Formula: C2H2N2OS
Source: OMol25
Level of theory: wB97M-V/def2-TZVPD

```
! RIJCOSX wB97M-V def2-TZVPD def2/J DEFGRID3
* xyz 0 1
S -0.6280 1.2469 -2.1664
C -0.1813 0.3736 -0.8963
N -0.9173 0.0546 0.1185
N -0.2784 -0.6531 1.1579
C 0.9281 -0.6397 0.6941
O 1.0156 -0.1436 -0.5375
H -1.7656 0.7830 0.5061
H 1.8270 -1.0216 1.1236
*
```

The calculation puts the LUMO energy at 0.0159 Ha. As for the HOMO energy: -0.325 Eh. Its structure (SMILES) is S=c1[nH]nco1. As for the orbital gap: 0.34058 Ha. The molecular weight is 102.1 g mol⁻¹.

=====

Most stable = two

=====

one:
Formula: C3H9IN2
Source: OMol25
Level of theory: wB97M-V/def2-TZVPD

```
! RIJCOSX wB97M-V def2-TZVPD def2/J DEFGRID3
* xyz 0 1
C 0.3478 -1.8363 -0.5328
C -0.9500 0.1576 0.0479
C 0.3706 -0.5231 0.3481
N 1.1937 1.9621 1.6750
N 1.3404 0.4496 -0.1955
I 3.2471 0.0475 -0.2355
H -0.2321 -1.6310 -1.4765
H 1.3992 -2.2239 -0.8622
H -0.1446 -2.5792 0.0341
H -0.8243 1.2121 0.4404
H -1.6468 -0.3930 0.5947
H -1.0873 0.2609 -1.0242
H 0.6586 -0.6627 1.4024
H 1.8341 2.5917 1.1679
H 0.2534 2.2569 1.4986
*
```

The calculation puts the LUMO energy at -0.0601 Ha. As for the HOMO energy: -0.313 Eh. As for the orbital gap: 0.25309 Ha. The molecular weight is 200.0 g mol⁻¹.

=====

two:
Formula: C3H9IN2
Source: OMol25
Level of theory: wB97M-V/def2-TZVPD

```
! RIJCOSX wB97M-V def2-TZVPD def2/J DEFGRID3
* xyz 0 1
C 0.8522 -1.1262 0.3378
C 0.6049 0.3857 0.1708
C -0.6902 0.6783 0.9461
N 0.6934 0.6507 -1.2868
N -0.3358 0.2461 -2.0232
I 1.1041 2.9882 -1.3544
H -0.0360 -1.6228 0.5930
H 1.1535 -1.4131 -0.5726
H 1.6381 -1.2182 1.1808
H 1.4435 0.8548 0.7540
H -1.4819 0.3917 0.4034
H -0.8739 1.7837 1.1517
H -0.5702 0.0764 1.7505
H -1.2334 0.4849 -1.6745
H -0.0967 0.2067 -2.9955
*
```

The calculation puts the LUMO energy (alpha / beta) at -0.0154 / -0.0153 Ha. As for the HOMO energy (alpha / beta): -0.311 / -0.311 Eh. Its structure (SMILES) is CC(C)N(N)I. As for the orbital gap (alpha / beta): 0.29574 / 0.29580 Ha. The molecular weight is 200.0 g mol⁻¹.

=====

Most stable = two

=====

one:
Formula: C2H6O
Source: OMol25
Level of theory: wB97M-V/def2-TZVPD

```
! RIJCOSX wB97M-V def2-TZVPD def2/J DEFGRID3
* xyz 0 1
C 0.5447 -0.7311 -0.1519
C -0.4504 0.4819 -0.3472
O -0.3635 1.3720 0.7854
H 0.7564 -1.1643 -1.1643
H 0.1392 -1.5438 0.4249
H 1.5538 -0.5270 0.3901
H -0.1301 1.0409 -1.2059
H -1.4748 0.1892 -0.3428
H -0.5752 0.8822 1.6117
*
```

The calculation puts the LUMO energy at 0.0395 Ha. As for the HOMO energy: -0.376 Eh. Its structure (SMILES) is CCO. As for the orbital gap: 0.41512 Ha. The molecular weight is 46.1 g mol⁻¹.

=====

two:
Formula: C2H6O
Source: OMol25
Level of theory: wB97M-V/def2-TZVPD

```
! RIJCOSX wB97M-V def2-TZVPD def2/J DEFGRID3
* xyz 0 1
H -1.8573 -0.9601 -0.1506
H -2.5838 -0.7740 -0.0232
C 0.6398 -0.3924 -0.8317
C 0.4256 0.4582 0.1757
O 1.2901 0.6574 1.1929
H 1.4832 -1.0722 -0.7798
H 0.1204 -0.2635 -1.7737
H -0.4480 1.0664 0.3526
H 0.9300 1.2803 1.8378
*
```

The calculation puts the LUMO energy at 0.0302 Ha. As for the HOMO energy: -0.329 Eh. Its structure (SMILES) is [H][H].C=CO. As for the orbital gap: 0.35888 Ha. The molecular weight is 46.1 g mol⁻¹.

=====

Most stable = one

=====

one:
Formula: C2H6O
Source: OMol25
Level of theory: wB97M-V/def2-TZVPD

```
! RIJCOSX wB97M-V def2-TZVPD def2/J DEFGRID3
* xyz 0 1
C 1.2751 0.5224 0.1156
C 1.4987 -0.7443 -0.1824
H 1.8799 1.0048 0.8737
H 0.4565 1.0946 -0.2975
H 2.2636 -1.3278 0.3142
H 0.9131 -1.2841 -0.9143
O -2.1823 0.0747 0.0371
H -2.9584 0.5020 -0.3375
H -2.0697 0.4889 0.8976
*
```

The calculation puts the LUMO energy at 0.0340 Ha. As for the HOMO energy: -0.367 Eh. Its structure (SMILES) is C=C.O. As for the orbital gap: 0.40130 Ha. The molecular weight is 46.1 g mol⁻¹.

=====

two:
Formula: C2H6O
Source: OMol25
Level of theory: wB97M-V/def2-TZVPD

```
! RIJCOSX wB97M-V def2-TZVPD def2/J DEFGRID3
* xyz 0 1
C 0.0348 0.8800 0.5053
C 0.2156 -0.3817 -0.2950
O -0.9119 -1.2063 -0.1015
H -0.0446 0.6465 1.5708
H 0.8906 1.5394 0.3469
H -0.8816 1.3930 0.1983
H 1.1381 -0.9110 -0.0045
H 0.3246 -0.1385 -1.3810
H -0.7660 -1.8142 -0.8448
*
```

The calculation puts the LUMO energy at 0.0373 Ha. As for the HOMO energy: -0.378 Eh. Its structure (SMILES) is CCO. As for the orbital gap: 0.41549 Ha. The molecular weight is 46.1 g mol⁻¹.

=====

Most stable = two